# C10H14BrN2

A 2-piece molecular cluster, C10H14BrN2 overall at a distorted geometry (ωB97M-V/def2-TZVPD, OMol25).

```
27
Properties=species:S:1:pos:R:3:nbo_charge:R:1
C 1.40 -2.80 0.54 -0.045
C 1.74 -1.71 1.35 -0.278
C 0.33 -2.74 -0.37 -0.282
C 0.93 -0.55 1.25 0.156
C -0.52 -1.63 -0.43 0.173
C -0.26 -0.44 0.40 0.021
C 0.08 1.34 -1.90 0.135
C 1.30 0.65 2.06 -0.664
C -1.62 -1.62 -1.43 -0.676
C -0.90 1.83 0.88 -0.457
N -0.95 0.63 0.14 -0.197
N -0.23 2.37 -2.61 -0.740
Br 1.57 0.35 -2.38 0.144
H 1.93 -3.81 0.51 0.248
H 2.36 -1.83 2.22 0.243
H -0.09 -3.72 -0.87 0.244
H 2.00 0.19 2.78 0.235
H 1.88 1.39 1.63 0.245
H 0.39 1.01 2.47 0.226
H -2.26 -0.79 -1.22 0.248
H -1.14 -1.43 -2.51 0.249
H -2.15 -2.66 -1.53 0.260
H -0.05 2.31 1.24 0.215
H -1.48 2.56 0.31 0.217
H -1.53 1.54 1.74 0.254
H -1.24 2.63 -2.69 0.434
H 0.28 2.63 -3.37 0.392
```

Computed properties:
Charge   +1
ΔE to the lowest compared entry with this formula, charge and spin   3.992 eV

# C33H44N4O10

An isolated molecule of C33H44N4O10 at a distorted geometry (ωB97M-V/def2-TZVPD, OMol25).

```
91
Properties=species:S:1:pos:R:3:nbo_charge:R:1
C -6.27 -0.47 -3.01 -0.602
C -4.86 0.10 -2.97 -0.385
H -4.88 1.14 -2.65 0.212
H -4.42 0.07 -3.97 0.198
C -3.98 -0.71 -2.01 -0.529
C -2.56 -0.22 -1.91 0.839
O -1.61 -0.92 -1.66 -0.640
O -2.47 1.10 -2.13 -0.503
C -1.19 1.69 -2.07 -0.095
H -0.49 1.12 -2.69 0.200
C -0.63 1.78 -0.63 0.040
H -0.33 2.82 -0.43 0.228
C 0.59 0.88 -0.45 0.088
C 1.15 0.85 0.99 0.031
C 0.46 -0.16 1.91 -0.266
N 0.46 -1.49 1.34 -0.350
C -0.75 -2.02 0.98 0.521
N -1.83 -1.40 1.34 -0.633
C -3.04 -1.86 0.96 0.787
O -4.08 -1.29 1.23 -0.631
N -3.09 -3.05 0.23 -0.653
C -2.03 -3.79 -0.24 0.658
O -2.18 -4.78 -0.90 -0.553
C -0.72 -3.23 0.20 0.023
N 0.37 -3.83 -0.15 -0.250
C 1.55 -3.34 0.29 0.069
C 2.73 -4.03 -0.05 -0.139
C 3.96 -3.59 0.39 -0.026
C 4.02 -2.45 1.22 0.053
C 2.87 -1.77 1.55 -0.205
C 1.62 -2.17 1.08 0.183
H 2.96 -0.92 2.21 0.208
C 5.34 -1.98 1.73 -0.639
H 5.99 -1.72 0.90 0.227
H 5.84 -2.76 2.31 0.223
H 5.22 -1.10 2.36 0.221
C 5.20 -4.32 0.00 -0.631
H 5.88 -3.66 -0.54 0.220
H 4.97 -5.17 -0.64 0.222
H 5.73 -4.68 0.88 0.217
H 2.63 -4.90 -0.67 0.228
H -4.01 -3.37 -0.04 0.425
H -0.59 0.12 2.04 0.292
H 0.96 -0.16 2.88 0.216
H 2.22 0.61 0.90 0.242
O 1.05 2.14 1.59 -0.526
C 2.14 2.93 1.53 0.819
O 3.20 2.56 1.09 -0.604
C 1.85 4.30 2.07 -0.503
H 1.34 4.19 3.03 0.234
H 2.80 4.82 2.21 0.225
C 0.95 5.09 1.11 -0.395
C 1.57 5.21 -0.28 -0.617
H 0.93 5.79 -0.93 0.216
H 1.72 4.23 -0.73 0.202
H 2.54 5.70 -0.22 0.205
H -0.03 4.61 1.04 0.234
H 0.80 6.09 1.52 0.208
H 0.36 -0.14 -0.77 0.237
O 1.59 1.44 -1.31 -0.538
C 2.64 0.66 -1.62 0.828
O 2.74 -0.49 -1.26 -0.602
C 3.66 1.42 -2.42 -0.507
C 3.04 2.16 -3.61 -0.386
C 4.10 2.95 -4.37 -0.601
H 4.57 3.69 -3.72 0.204
H 3.65 3.47 -5.22 0.213
H 4.88 2.29 -4.75 0.203
H 2.57 1.44 -4.28 0.200
H 2.27 2.84 -3.25 0.209
H 4.12 2.14 -1.74 0.242
H 4.42 0.71 -2.76 0.226
O -1.63 1.42 0.31 -0.520
C -2.32 2.42 0.89 0.833
O -2.11 3.58 0.67 -0.613
C -3.32 1.87 1.87 -0.524
H -4.26 2.42 1.75 0.225
C -2.81 2.07 3.30 -0.375
C -3.77 1.45 4.30 -0.604
H -4.74 1.94 4.25 0.202
H -3.39 1.56 5.31 0.207
H -3.91 0.40 4.09 0.216
H -1.83 1.59 3.40 0.193
H -2.68 3.13 3.50 0.204
H -3.48 0.81 1.67 0.269
H -1.33 2.69 -2.49 0.208
H -3.95 -1.76 -2.31 0.229
H -4.41 -0.66 -1.01 0.262
H -6.26 -1.50 -3.36 0.201
H -6.72 -0.44 -2.02 0.206
H -6.89 0.11 -3.69 0.211
```

Computed properties:
ΔE to the lowest compared entry with this formula, charge and spin   0.136 eV

# C22H28N3O

An isolated ion of composition C22H28N3O and charge +1 at a distorted geometry (ωB97M-V/def2-TZVPD, OMol25).

```
54
Properties=species:S:1:pos:R:3:nbo_charge:R:1
C 5.87 -1.91 1.08 -0.260
O 5.19 -0.80 1.72 -0.485
C 3.87 -0.62 1.43 0.333
C 3.17 -1.42 0.50 -0.340
C 1.91 -1.00 0.06 -0.180
C 1.34 0.16 0.57 -0.092
C -0.07 0.59 0.14 -0.099
C -1.10 -0.30 0.76 -0.097
C -2.50 0.01 1.02 -0.127
C -3.30 1.13 0.83 -0.218
C -4.70 1.00 0.94 -0.223
C -5.29 -0.23 1.27 -0.199
C -4.49 -1.37 1.51 -0.252
C -3.12 -1.21 1.40 0.213
N -2.13 -2.20 1.45 -0.363
C -2.33 -3.59 1.82 -0.404
C -0.93 -1.64 1.09 0.006
C 2.01 0.88 1.57 -0.132
C 3.25 0.50 2.03 -0.261
H 6.89 -1.82 1.44 0.216
H 5.43 -2.86 1.41 0.186
H 5.84 -1.82 -0.01 0.183
H 3.62 -2.32 0.07 0.233
H 1.37 -1.64 -0.65 0.189
H -0.25 1.62 0.46 0.236
H -2.83 2.09 0.59 0.207
H -5.34 1.87 0.79 0.227
H -6.37 -0.32 1.34 0.229
H -4.92 -2.35 1.76 0.225
H -3.40 -3.80 1.86 0.224
H -1.84 -4.23 1.06 0.212
H -1.88 -3.83 2.79 0.217
H -0.02 -2.24 1.06 0.230
H 1.53 1.77 1.98 0.226
H 3.80 1.09 2.76 0.242
N 2.14 2.66 -0.44 -0.852
C 1.13 2.83 -1.45 -0.234
C 0.69 1.56 -2.15 -0.034
C -0.23 1.90 -3.31 -0.410
C -1.38 0.90 -3.32 -0.431
C -1.54 0.47 -1.87 -0.220
N -0.15 0.57 -1.29 -0.354
H 2.94 2.09 -0.71 0.375
H 2.45 3.54 -0.03 0.386
H 0.24 3.31 -1.00 0.199
H 1.52 3.50 -2.24 0.206
H 1.56 0.97 -2.48 0.222
H -0.67 2.89 -3.09 0.218
H 0.31 2.01 -4.26 0.249
H -2.30 1.39 -3.68 0.250
H -1.16 0.02 -3.93 0.219
H -2.21 1.11 -1.30 0.238
H -1.88 -0.57 -1.75 0.242
H 0.24 -0.33 -1.60 0.432
```

Computed properties:
Charge   +1
SMILES   COc1ccc([C@H](c2cn(C)c3ccccc23)[N@H+]2CCC[C@H]2CN)cc1
ΔE to the lowest compared entry with this formula, charge and spin   1.644 eV

# C3H8N2S

An isolated molecule of C3H8N2S at a distorted geometry (ωB97M-V/def2-TZVPD, OMol25).

```
14
Properties=species:S:1:pos:R:3:nbo_charge:R:1
C 2.21 -0.18 -0.26 -0.619
C 0.86 0.49 -0.18 -0.215
C -2.51 -0.46 -0.12 -0.074
H 2.43 -0.46 0.75 0.201
H 2.16 -1.06 -0.88 0.219
H 3.05 0.45 -0.63 0.226
H 0.83 1.44 0.46 0.159
H 0.52 0.81 -1.22 0.203
H -0.07 -0.69 1.30 0.353
H -1.58 1.14 0.74 0.378
H -2.23 -1.47 -0.46 0.203
N -0.19 -0.36 0.37 -0.459
N -1.43 0.26 0.28 -0.430
S -4.05 0.10 -0.15 -0.144
```

Computed properties:
SMILES   CCNNC=S
ΔE to the lowest compared entry with this formula, charge and spin   1.867 eV

# C3H10CuN5

C3H10CuN5 as an isolated structure at a distorted geometry (ωB97M-V/def2-TZVPD, OMol25).

```
19
Properties=species:S:1:pos:R:3:lowdin_spin:R:1
C -2.35 0.49 -1.38 0.046
Cu -0.49 0.26 -0.80 0.368
N 1.23 0.40 1.00 0.175
N 0.83 -0.91 -1.94 0.063
H 0.90 -0.51 1.32 0.009
H 0.92 0.94 -0.62 0.270
H -2.88 1.08 -0.63 -0.001
H -2.82 -0.51 -1.39 0.008
H -2.32 0.86 -2.40 -0.001
H 0.99 -1.80 -1.48 0.006
H 1.74 -0.48 -2.15 0.016
H 0.38 -1.10 -2.85 0.006
H 2.24 0.38 0.87 0.014
H 1.09 1.13 1.73 0.011
N -1.04 -1.26 0.67 0.003
C -1.79 -1.79 1.43 0.005
N -2.58 -2.43 2.21 0.002
C -2.71 -2.38 3.51 0.000
N -2.87 -2.37 4.69 0.001
```

Computed properties:
Total energy   -55360.692 eV
Charge   -1
⟨S²⟩   0.756
Multiplicity   2

# C3H3O4PS

An isolated ion of composition C3H3O4PS and charge -2 at a distorted geometry (ωB97M-V/def2-TZVPD, OMol25).

```
12
Properties=species:S:1:pos:R:3:nbo_charge:R:1
C 0.93 1.55 0.37 -0.350
C -1.00 0.03 -0.06 -0.792
C 0.14 0.81 -0.40 -0.152
O -1.50 -2.49 0.41 -1.243
O -0.70 -1.96 -1.90 -1.253
O 0.98 -2.19 -0.03 -1.219
O 2.16 3.26 1.82 -1.040
P -0.41 -1.91 -0.44 2.422
S 2.27 1.83 1.30 0.933
H -1.26 -0.05 1.04 0.221
H -1.99 0.13 -0.61 0.239
H 0.38 0.99 -1.51 0.233
```

Computed properties:
Charge   -2
ΔE to the lowest compared entry with this formula, charge and spin   0.000 eV

# C11H38N2O8

A 8-piece molecular cluster, C11H38N2O8 overall at a distorted geometry (ωB97M-V/def2-TZVPD, OMol25).

```
59
Properties=species:S:1:pos:R:3:nbo_charge:R:1
C 0.23 17.47 28.64 -0.643
C 1.03 17.86 27.40 -0.064
O 0.36 17.31 26.34 -0.712
H -0.80 17.95 28.61 0.228
H 0.73 17.85 29.55 0.214
H 0.07 16.39 28.63 0.222
H 2.08 17.49 27.43 0.155
H 1.23 18.91 27.28 0.159
H 0.90 17.47 25.54 0.474
C -3.98 14.70 27.91 -0.637
C -3.26 16.02 28.18 -0.048
O -2.60 16.46 27.05 -0.769
H -3.26 13.91 27.83 0.207
H -4.72 14.72 27.11 0.218
H -4.47 14.35 28.78 0.208
H -2.53 15.94 28.98 0.149
H -4.01 16.77 28.49 0.156
H -2.14 17.29 27.28 0.515
C -0.28 19.52 22.07 -0.634
C -0.67 20.37 20.93 -0.059
O -0.10 19.94 19.69 -0.721
H 0.76 19.49 22.30 0.219
H -0.46 18.41 22.03 0.234
H -0.86 19.92 22.93 0.192
H -0.56 21.43 21.10 0.152
H -1.70 20.28 20.81 0.150
H -0.54 20.37 18.95 0.470
C -2.20 19.87 26.27 0.765
O -2.64 19.10 27.31 -0.756
N -2.77 20.93 25.82 -0.796
N -1.22 19.48 25.50 -0.876
H -3.54 21.22 26.31 0.403
H -2.47 21.51 25.07 0.412
H -0.72 18.64 25.76 0.434
H -0.79 19.95 24.69 0.398
C 1.12 22.31 24.42 -0.248
O 1.13 21.12 25.22 -0.738
H 2.12 22.64 24.28 0.199
H 0.38 22.97 24.82 0.168
H 0.74 21.95 23.39 0.154
H 0.31 20.94 25.57 0.463
C -2.07 23.40 23.12 -0.254
O -2.51 22.06 23.09 -0.746
H -1.15 23.46 22.57 0.168
H -1.87 23.66 24.16 0.179
H -2.76 24.11 22.59 0.180
H -2.95 21.90 22.30 0.482
C -1.63 16.23 24.05 -0.229
O -2.76 15.52 24.52 -0.748
H -1.55 17.17 24.61 0.141
H -1.78 16.53 22.97 0.162
H -0.65 15.80 24.10 0.147
H -2.89 15.66 25.47 0.505
C -4.18 19.53 22.95 -0.253
O -3.77 18.41 23.71 -0.699
H -3.34 19.77 22.27 0.142
H -4.62 20.34 23.57 0.164
H -4.96 19.28 22.26 0.178
H -2.94 18.68 24.10 0.464
```

Computed properties:
SMILES   NC(N)=O.CCO.CCO.CCO.CO.CO.CO.CO
ΔE to the lowest compared entry with this formula, charge and spin   2.645 eV

# C3H4O2

An isolated molecule of C3H4O2 at a distorted geometry (ωB97M-V/def2-TZVPD, OMol25).

```
9
Properties=species:S:1:pos:R:3:nbo_charge:R:1
O 0.16 1.96 -0.43 -0.505
C 0.06 0.85 0.03 0.547
C 1.03 -0.30 0.08 -0.177
O -0.06 -0.96 -0.69 -0.491
C -1.06 -0.15 -0.01 -0.175
H 1.12 -0.86 1.01 0.191
H 2.04 -0.09 -0.32 0.213
H -1.94 0.16 -0.59 0.210
H -1.35 -0.60 0.95 0.187
```

Computed properties:
SMILES   O=C1COC1
ΔE to the lowest compared entry with this formula, charge and spin   2.132 eV